{
  "formula": "C32H64O8",
  "method": "ωB97M-V/def2-TZVPD",
  "elements": ["C", "C", "C", "O", "C", "H", "H", "H", "H", "H", "H", "H", "H", "C", "C", "C", "O", "C", "H", "H", "H", "H", "H", "H", "H", "H", "C", "C", "C", "O", "C", "H", "H", "H", "H", "H", "H", "H", "H", "C", "C", "C", "O", "C", "H", "H", "H", "H", "H", "H", "H", "H", "C", "C", "C", "O", "C", "H", "H", "H", "H", "H", "H", "H", "H", "C", "C", "C", "O", "C", "H", "H", "H", "H", "H", "H", "H", "H", "C", "C", "C", "O", "C", "H", "H", "H", "H", "H", "H", "H", "H", "C", "C", "C", "O", "C", "H", "H", "H", "H", "H", "H", "H", "H"],
  "xyz": [[-21.816992, 11.407785, -2.774577], [-21.775847, 12.414454, -3.900796], [-22.010435, 11.558627, -5.116807], [-22.792523, 10.448567, -4.638655], [-22.240434, 10.084607, -3.367194], [-22.551422, 11.719376, -2.026234], [-20.896414, 11.290458, -2.179761], [-20.857129, 13.003206, -4.029958], [-22.585263, 13.142015, -3.738337], [-21.118660, 11.087784, -5.555528], [-22.464828, 12.136710, -5.944893], [-21.429248, 9.354606, -3.472997], [-22.970828, 9.612287, -2.736992], [-13.034909, 9.837523, -1.416864], [-11.751339, 10.686868, -1.159469], [-12.108728, 11.548834, 0.039710], [-13.521669, 11.427673, 0.258910], [-14.104112, 10.841907, -0.946480], [-13.154433, 8.883116, -0.903262], [-13.202817, 9.663237, -2.491218], [-11.537902, 11.239212, -2.078491], [-10.870155, 10.063541, -0.978356], [-11.801920, 12.615049, -0.048855], [-11.727699, 11.185790, 1.018360], [-14.357960, 11.667603, -1.630194], [-15.028672, 10.302461, -0.714931], [-16.044446, 14.160511, 0.398456], [-15.733994, 15.616855, 0.328092], [-17.064926, 16.357996, 0.260482], [-17.981821, 15.483380, 0.960605], [-17.592610, 14.161750, 0.510716], [-15.664216, 13.758393, 1.317326], [-15.633859, 13.532299, -0.413752], [-15.106848, 15.982629, -0.466725], [-15.306592, 15.891647, 1.283310], [-17.485277, 16.581489, -0.727931], [-16.944436, 17.339189, 0.749983], [-18.060047, 13.974564, -0.450362], [-18.008799, 13.434860, 1.218151], [-15.122422, 6.659785, -2.581353], [-15.564759, 6.134369, -1.229991], [-16.160030, 4.797777, -1.480073], [-16.619458, 4.843130, -2.858785], [-16.191617, 6.063261, -3.501766], [-14.140681, 6.255807, -2.867339], [-15.074455, 7.730193, -2.682550], [-16.322538, 6.798204, -0.782163], [-14.699169, 6.092104, -0.550631], [-17.014868, 4.534662, -0.860927], [-15.368918, 4.048582, -1.425255], [-17.068250, 6.687741, -3.706496], [-15.713578, 5.812691, -4.455093], [-20.226608, 7.245736, 1.644626], [-20.233192, 8.779276, 1.457416], [-21.050174, 8.924389, 0.177678], [-20.830742, 7.673017, -0.553913], [-20.034681, 6.795712, 0.206409], [-21.203855, 6.917921, 2.037506], [-19.446010, 6.923330, 2.304432], [-19.209067, 9.183152, 1.340504], [-20.693243, 9.319654, 2.299053], [-20.735963, 9.833490, -0.349319], [-22.113646, 9.048082, 0.418570], [-18.987253, 6.911585, -0.143861], [-20.394483, 5.770528, 0.058708], [-15.905866, 14.453243, -4.385045], [-16.916809, 14.578345, -5.509606], [-18.270478, 14.685178, -4.790094], [-17.991140, 14.835000, -3.424831], [-16.619764, 15.112123, -3.260139], [-14.937282, 14.932278, -4.508436], [-15.718919, 13.410659, -4.176909], [-16.888732, 13.686597, -6.161793], [-16.723510, 15.434416, -6.147191], [-18.805677, 13.741685, -4.920191], [-18.847134, 15.511548, -5.201585], [-16.286152, 14.686012, -2.310163], [-16.387155, 16.193764, -3.225416], [-18.038679, 8.989020, -6.539091], [-19.228608, 8.284194, -5.954471], [-20.286340, 8.304461, -7.053701], [-19.628455, 8.712903, -8.282377], [-18.154990, 8.694129, -8.019204], [-17.065834, 8.603196, -6.204959], [-18.123586, 10.047724, -6.360226], [-19.592774, 8.758578, -5.054977], [-18.977130, 7.250298, -5.696373], [-21.131905, 8.961977, -6.871024], [-20.602794, 7.286651, -7.288709], [-17.707116, 9.437443, -8.685970], [-17.871197, 7.673426, -8.338492], [-17.454809, 9.877364, -3.002384], [-18.107592, 11.118763, -3.604113], [-18.312232, 11.953731, -2.318852], [-18.674455, 10.969276, -1.308548], [-18.175694, 9.648572, -1.719275], [-16.378726, 10.045850, -2.808140], [-17.552349, 9.015563, -3.649925], [-19.074743, 10.905583, -4.066750], [-17.461000, 11.613123, -4.313092], [-19.151599, 12.647124, -2.390705], [-17.392609, 12.463754, -1.943287], [-19.055611, 8.961499, -1.804274], [-17.585351, 9.162675, -0.904877]],
  "forces_ev_per_a": [[0.76, 0.02, 2.11], [0.32, 0.76, -0.21], [-0.27, -0.65, -0.61], [-0.51, 0.05, -0.36], [0.14, 0.41, -0.71], [-0.05, 0.01, -0.14], [-0.08, 0.17, -0.46], [-0.05, -0.24, 0.36], [0.18, -0.23, -0.40], [0.43, 0.47, 0.25], [-0.39, -0.72, 0.46], [0.21, 0.18, -0.21], [-0.66, -0.29, -0.09], [-0.44, 1.50, -0.92], [0.04, -1.28, -0.34], [-0.17, 0.28, 1.40], [-0.84, -0.29, -1.27], [0.35, -0.17, 1.13], [0.35, 0.21, 0.25], [0.33, -0.16, 0.25], [-0.09, 0.27, 0.28], [-0.12, 0.09, 0.08], [-0.28, -0.56, -0.19], [0.47, 0.10, -0.80], [0.31, -0.36, -0.26], [0.02, 0.37, 0.38], [-0.96, -1.10, -0.21], [-0.08, 1.41, 0.01], [-0.62, 0.06, 0.60], [0.96, -0.01, -0.41], [-0.32, 0.18, 0.19], [0.42, -0.34, 0.35], [-0.41, 0.33, 0.23], [0.58, -0.21, -0.34], [0.42, 0.31, 0.05], [0.35, -0.38, -0.21], [-0.50, -0.46, 0.20], [-0.09, 0.01, -0.34], [0.24, 0.20, -0.08], [-0.42, -0.63, -0.62], [0.49, 1.54, 1.39], [0.06, -0.48, -1.56], [0.02, 0.30, 0.01], [0.46, -0.81, -0.01], [-0.23, 0.04, 0.14], [0.01, 0.50, 0.24], [0.29, -0.02, -0.13], [-0.43, -0.02, 0.03], [0.13, -0.02, 0.16], [-0.20, -0.36, 0.14], [0.14, 0.14, 0.25], [-0.36, -0.12, -0.05], [-0.15, 0.82, -0.13], [-0.03, -0.05, 0.49], [0.31, -0.21, 0.38], [-0.79, 1.40, -0.41], [0.10, -0.09, 0.27], [0.36, 0.01, -0.21], [0.40, -0.30, 0.40], [-0.41, -0.30, -0.07], [0.13, -0.21, -0.26], [0.06, -0.52, -0.47], [0.06, -0.34, -0.20], [-0.23, -0.35, 0.39], [0.23, 0.18, -0.22], [0.35, 0.02, -0.31], [0.21, -0.59, -1.00], [0.39, -0.55, -0.82], [-0.15, 0.35, 0.67], [0.39, 0.28, 1.32], [0.03, 0.01, -0.50], [0.02, -0.42, 0.22], [-0.03, 0.43, 0.18], [0.00, 0.22, 0.00], [-0.33, 0.15, 0.01], [-0.25, 0.09, 0.19], [-0.26, 0.17, 0.13], [-0.38, -0.18, -0.11], [0.90, -0.52, -0.70], [-0.34, -0.67, 0.45], [0.64, -0.59, -1.35], [1.33, 0.77, 0.81], [-2.26, -0.29, -1.01], [-0.25, 0.28, 0.35], [0.23, 0.50, -0.02], [-0.08, 0.15, 0.36], [-0.04, 0.10, -0.02], [-0.06, 0.01, 0.05], [-0.56, 0.01, 0.49], [-0.03, -0.17, 0.16], [0.49, 0.43, 0.49], [0.71, -0.31, -0.64], [0.24, 0.48, 1.19], [-0.01, -0.81, 0.48], [0.47, -0.59, -0.37], [-1.42, -0.10, 1.39], [-0.39, 0.07, -0.21], [0.15, -0.24, -0.22], [0.05, -0.07, 0.05], [0.13, 0.18, -0.33], [0.30, 0.14, 0.07], [-0.53, -0.16, -0.66], [0.43, 0.62, -0.29], [0.01, 0.75, -0.47]],
  "energy_ev": -50597.3740,
  "orbital_gap_ev": 9.79,
  "smiles": "C1CCOC1.C1CCOC1.C1CCOC1.C1CCOC1.C1CCOC1.C1CCOC1.C1CCOC1.C1CCOC1",
  "molar_mass_g_mol": 576.86,
  "e_above_lowest_kj_mol": 76.3,
  "e_lumo_ha": 0.01395,
  "homo_energy_ev": -9.4
}